Record 1
Density functional theory data (the ωB97M-V functional and the def2-TZVPD basis) for 2 unconnected molecules or ions with the total composition CH6NO.

Positions of all 9 atoms, in Å:
N 1.125 -0.996 -0.507
H 0.655 -1.807 -0.913
H 0.630 -0.730 0.387
H 1.291 -0.226 -1.146
H 2.010 -1.422 -0.205
O -0.810 0.259 0.657
C -1.400 1.312 0.623
H -2.479 1.342 0.855
H -1.024 2.268 0.249

Properties
**HOMO level**: -14.978 eV
**Net charge**: +1
**LUMO level**: -0.1457 Ha

Record 2
Density functional theory data (the ωB97M-V functional and the def2-TZVPD basis) for 2 unconnected molecules or ions with the total composition CH6NO2.

Positions of all 10 atoms, in Å:
O 0.030 2.764 -0.028
H -0.343 2.891 -0.905
N 0.457 0.026 0.305
C -0.253 -1.180 0.370
O -0.369 -1.802 -0.980
H 0.039 1.765 0.070
H 1.204 -0.056 0.987
H -1.320 -1.081 0.614
H 0.188 -1.981 0.976
H 0.367 -1.345 -1.410

Properties
**HOMO level**: -2.438 eV
**Net charge**: -1
**LUMO level**: 0.1747 Ha

Record 3
Density functional theory data (the ωB97M-V functional and the def2-TZVPD basis) for 2 unconnected molecules or ions with the total composition CH6NOPS2.

Positions of all 12 atoms, in Å:
C -2.177 1.601 0.391
N -2.277 0.363 0.319
O 0.364 -1.652 -0.328
P 1.732 -0.943 -0.858
S 3.081 -2.245 0.063
S 1.836 0.701 0.576
H -3.029 2.336 0.876
H -1.383 2.119 -0.032
H 3.727 -2.833 -0.947
H -3.081 -0.185 0.636
H -0.397 -0.919 -0.392
H 1.604 1.657 -0.305

Properties
**HOMO level**: -8.861 eV
**Net charge**: 0
**LUMO level**: 0.0242 Ha
**SMILES**: OP(S)S.C=N

Record 4
Density functional theory data (the ωB97M-V functional and the def2-TZVPD basis) for 2 unconnected molecules or ions with the total composition CH6NOS.

Positions of all 10 atoms, in Å:
S 2.386 -0.995 0.757
H 2.061 -1.085 -0.542
N -0.576 0.769 -1.061
C -0.866 -0.180 0.014
O -0.635 0.320 1.290
H -0.930 1.670 -0.747
H 0.429 0.929 -0.989
H -1.928 -0.443 -0.003
H -0.238 -1.048 -0.195
H 0.297 0.062 1.477

Properties
**HOMO level**: -3.072 eV
**Net charge**: -1
**LUMO level**: 0.1592 Ha

Record 5
Density functional theory data (the ωB97M-V functional and the def2-TZVPD basis) for 2 unconnected molecules or ions with the total composition CH6NP.

Positions of all 9 atoms, in Å:
C 0.867 0.465 -2.027
N -0.563 -0.249 2.348
P -0.563 0.003 -1.401
H 0.861 0.824 -3.053
H 1.881 0.573 -1.658
H -0.223 -1.046 2.844
H -0.445 0.523 2.908
H -1.480 -0.529 2.304
H -0.391 -0.202 0.057

Properties
**HOMO level**: -9.103 eV
**Net charge**: 0
**LUMO level**: 0.0242 Ha
**SMILES**: C=P.N

Record 6
Density functional theory data (the ωB97M-V functional and the def2-TZVPD basis) for 2 unconnected molecules or ions with the total composition CH6NP3.

Positions of all 11 atoms, in Å:
C -1.601 0.476 0.256
N 1.373 2.255 -0.421
P 1.240 1.134 0.581
P 0.866 -2.294 0.419
P 0.657 -0.416 -0.794
H -1.953 1.441 -0.053
H -1.727 0.434 1.338
H -2.137 -0.382 -0.361
H 1.382 3.251 -0.225
H 1.943 -2.635 -0.252
H -0.043 -3.264 -0.488

Properties
**Expectation value of S²**: 2.0314
**HOMO level (alpha / beta)**: -6.990 / -8.427 eV
**2S+1**: 3
**Net charge**: 0
**LUMO level (alpha / beta)**: -0.0022 / -0.0969 Ha

Record 7
Density functional theory data (the ωB97M-V functional and the def2-TZVPD basis) for CH6NPS in the gas phase.

Positions of all 10 atoms, in Å:
C 0.327 0.414 0.935
N -1.630 -0.010 -0.771
P 1.605 0.718 -0.390
S -1.229 1.149 0.435
H 0.804 0.920 1.690
H 2.428 -0.129 0.242
H -1.726 0.463 -1.706
H -2.674 -0.236 -0.583
H 1.065 -0.157 -1.190
H -0.005 -0.561 1.183

Properties
**HOMO level**: -8.569 eV
**Net charge**: 0
**LUMO level**: 0.0271 Ha
**SMILES**: NSCP

Record 8
Density functional theory data (the ωB97M-V functional and the def2-TZVPD basis) for 2 unconnected molecules or ions with the total composition CH6NPS.

Positions of all 10 atoms, in Å:
C 1.643 0.538 0.155
N -2.803 -0.391 0.021
P 2.946 -0.436 0.199
S -1.120 -0.112 0.212
H 1.517 1.311 -0.561
H 1.060 0.692 1.075
H -3.018 0.027 -0.811
H -3.312 0.072 0.728
H 3.463 -0.423 -1.172
H -0.377 -1.280 0.153

Properties
**Expectation value of S²**: 2.0057
**HOMO level (alpha / beta)**: -6.564 / -9.387 eV
**2S+1**: 3
**Net charge**: 0
**LUMO level (alpha / beta)**: 0.0268 / -0.0988 Ha

Record 9
Density functional theory data (the ωB97M-V functional and the def2-TZVPD basis) for 2 unconnected molecules or ions with the total composition CH6NS.

Positions of all 9 atoms, in Å:
N -1.839 1.295 0.545
H -0.937 1.050 0.663
H -2.013 2.261 0.202
H -1.894 0.559 -0.237
C 1.402 -1.139 -0.145
S 1.116 0.379 -1.204
H 1.191 -1.986 -0.768
H 2.454 -1.257 0.365
H 0.520 -1.162 0.579

Properties
**HOMO level**: -2.247 eV
**Net charge**: -1
**LUMO level**: 0.1626 Ha

Record 10
Density functional theory data (the ωB97M-V functional and the def2-TZVPD basis) for 2 unconnected molecules or ions with the total composition CH6NS.

Positions of all 9 atoms, in Å:
S -0.922 0.418 1.527
H -0.966 -0.629 2.336
C 0.731 0.109 -2.020
N 1.006 -0.842 -0.963
H 0.598 -0.347 -3.003
H -0.118 0.780 -1.849
H 1.587 0.776 -2.176
H 0.263 -0.931 -0.273
H 1.848 -0.561 -0.498

Properties
**HOMO level**: -2.613 eV
**Net charge**: -1
**LUMO level**: 0.1603 Ha

Record 11
Density functional theory data (the ωB97M-V functional and the def2-TZVPD basis) for 2 unconnected molecules or ions with the total composition CH6NS.

Positions of all 9 atoms, in Å:
C -0.888 -0.877 0.729
N -1.899 -1.443 1.356
S 2.407 1.168 -1.224
H -0.375 -0.940 -0.300
H -0.333 -0.094 1.359
H -1.931 -1.316 2.392
H 1.917 2.320 -0.914
H -2.531 -2.103 0.880
H 3.247 1.642 -2.086

Properties
**HOMO level**: -12.776 eV
**Net charge**: +1
**LUMO level**: -0.2304 Ha

Record 12
Density functional theory data (the ωB97M-V functional and the def2-TZVPD basis) for 2 unconnected molecules or ions with the total composition CH6NS.

Positions of all 9 atoms, in Å:
C 0.218 -0.561 -0.113
N 0.874 0.736 -0.024
S -2.586 0.166 0.150
H -0.200 -0.658 -1.110
H 0.517 -1.275 0.715
H 0.037 1.184 0.335
H 1.134 1.017 -0.928
H 1.710 0.741 0.490
H -3.195 0.200 -1.079

Properties
**Expectation value of S²**: 2.0070
**HOMO level (alpha / beta)**: -13.640 / -14.019 eV
**2S+1**: 3
**Net charge**: +1
**LUMO level (alpha / beta)**: -0.1409 / -0.2495 Ha